1.
Here is C3H6N4O as an isolated structure at a distorted geometry from OMol25. Energies are from the ωB97M-V functional and the def2-TZVPD basis.

The geometry in XYZ format:
```
14
Properties=species:S:1:pos:R:3:forces:R:3
C -0.88041 0.26557 0.17915 1.971 1.213 -0.545
C 0.06349 1.40126 0.26190 1.298 3.924 -3.288
C 1.26290 1.04289 -0.33001 -1.441 3.659 1.995
H -3.76661 -0.84819 0.49479 2.485 0.613 -1.429
H -2.26720 -1.62954 -0.60071 -3.078 3.594 2.188
H -0.16562 2.61371 0.04271 0.032 -3.627 1.447
H 2.11050 1.86515 -0.56738 -1.890 -2.800 0.370
H 2.79116 -1.76890 -0.35593 -1.995 3.369 3.752
H 2.50342 -0.58382 1.20896 0.452 0.548 0.279
N -2.94690 -0.63438 -0.18376 1.010 -4.688 -1.621
N -2.12847 0.41967 0.08248 -0.581 -0.243 1.423
N 1.29013 -0.31090 -0.54022 1.462 -3.001 2.307
N 2.19536 -0.99440 0.35826 0.859 -3.350 -6.284
O -0.06174 -0.83813 -0.05024 -0.584 0.789 -0.594
```
Forces are in eV/Å.

Relative energy (zero: lowest compared OMol25 entry of this formula, charge and spin), eV: 8.066
Total charge: 0
2S+1: 1
Gap between HOMO and LUMO, eV: 8.408

2.
Here is a 2-piece molecular cluster, CH7NS2 overall at a distorted geometry from OMol25. Energies are from the ωB97M-V functional and the def2-TZVPD basis.

The geometry in XYZ format:
```
11
Properties=species:S:1:pos:R:3:forces:R:3
C 0.65836 -0.98256 1.89499 -1.614 -0.030 0.434
N -0.00299 -0.48484 0.66478 -0.948 -0.646 -0.172
H 1.02346 -2.00050 1.79015 0.741 0.276 -0.345
H -0.09499 -1.11288 2.68704 0.146 0.184 0.086
H 1.35496 -0.23743 2.26008 0.499 -0.292 -0.111
H -0.89300 -0.07138 0.94295 0.419 0.684 0.185
H -0.42928 -1.27808 0.17721 0.780 -0.091 -0.165
S -1.06652 0.90646 -3.33256 0.730 0.597 0.446
S 0.60721 1.96175 -2.59002 -0.295 -0.390 -0.386
H -1.89547 1.93237 -3.10206 -0.234 -0.149 -0.025
H 0.73826 1.36710 -1.39258 -0.224 -0.143 0.055
```
Forces are in eV/Å.

Relative energy (zero: lowest compared OMol25 entry of this formula, charge and spin), eV: 0.700
Total charge: 0
SMILES string: CN.SS
2S+1: 1
Gap between HOMO and LUMO, eV: 9.626

3.
Here is an isolated ion of composition C18H31N2O2 and charge +1 from OMol25. Energies are from the ωB97M-V functional and the def2-TZVPD basis.

The geometry in XYZ format:
```
53
Properties=species:S:1:pos:R:3:forces:R:3
C 5.01837 1.97156 -1.56331 -0.212 -0.047 -0.146
C 3.61816 1.38309 -1.68399 0.166 -0.027 0.283
C 3.14626 0.77457 -0.36565 -0.375 0.024 -0.249
C 1.75404 0.14759 -0.51736 0.300 -0.017 -0.006
N 1.09677 -0.30059 0.70642 -0.097 -0.124 0.127
C 0.50298 0.81090 1.44384 -0.322 -0.039 -0.237
C -0.91803 1.09399 0.94969 0.272 0.277 0.350
C -1.54329 2.31184 1.62452 -0.059 -0.285 -0.293
C -2.98225 2.53257 1.16337 0.253 0.162 0.237
C 1.91603 -1.15574 1.56342 0.193 -0.066 0.004
C 2.34416 -2.47124 0.90414 -0.413 0.127 0.057
C 1.24681 -3.53673 0.94229 0.717 -0.177 -0.073
O -0.04098 -3.01000 0.61262 -0.453 -0.030 0.032
C -0.19796 -2.52853 -0.61083 0.039 0.032 -0.160
O 0.59221 -2.61678 -1.51467 -0.100 -0.108 0.061
C -1.51252 -1.82411 -0.75549 -0.185 0.122 -0.028
C -2.53800 -1.98407 0.17044 0.094 0.045 -0.212
C -3.68800 -1.22141 0.06363 -0.204 0.179 -0.092
C -3.79196 -0.30576 -0.97001 0.446 -0.381 0.023
N -4.96078 0.60901 -1.00544 0.151 0.083 0.122
C -2.80570 -0.17426 -1.93225 -0.253 0.115 0.073
C -1.66439 -0.94769 -1.82486 0.006 -0.201 0.194
H 5.33406 2.40152 -2.51035 0.119 0.067 -0.049
H 5.73312 1.20190 -1.28165 0.118 -0.047 0.034
H 5.04165 2.75333 -0.80715 0.054 0.085 0.073
H 3.61372 0.61098 -2.45650 -0.073 0.001 -0.080
H 2.92123 2.16600 -1.99385 -0.068 -0.030 -0.059
H 3.86409 0.01542 -0.05147 0.063 -0.018 0.092
H 3.12366 1.55268 0.40158 0.083 -0.002 0.083
H 1.81946 -0.69877 -1.20597 0.008 0.141 -0.053
H 1.08807 0.88083 -0.98017 -0.006 0.005 -0.088
H 0.45285 0.55523 2.50408 0.061 0.020 0.009
H 1.10665 1.72456 1.35745 0.038 0.012 0.090
H -1.52658 0.21126 1.14908 -0.020 -0.013 -0.032
H -0.89883 1.24823 -0.13116 -0.028 -0.012 -0.071
H -0.95227 3.19954 1.39576 0.026 0.062 0.072
H -1.53128 2.17521 2.70662 0.029 0.069 0.070
H -3.59182 1.67062 1.43844 -0.144 -0.139 0.036
H -3.40185 3.41510 1.63920 -0.181 0.054 -0.039
H -3.00475 2.68131 0.08251 -0.037 0.036 -0.196
H 2.81459 -0.62555 1.91336 -0.065 -0.031 0.065
H 1.31257 -1.39734 2.44334 0.078 0.065 0.040
H 2.64668 -2.29648 -0.12580 0.116 -0.041 0.010
H 3.20323 -2.87219 1.44277 0.027 -0.032 -0.023
H 1.49149 -4.35255 0.25433 -0.095 0.053 0.134
H 1.12010 -3.93160 1.95198 0.007 0.028 -0.131
H -2.42137 -2.68582 0.97993 -0.003 -0.035 0.098
H -4.47967 -1.32707 0.79024 -0.106 -0.022 0.128
H -5.14269 0.92440 -1.96728 -0.061 -0.066 0.313
H -5.79957 0.14457 -0.63353 0.176 0.202 -0.170
H -4.74859 1.43557 -0.41605 -0.165 -0.222 -0.218
H -2.91351 0.52925 -2.74410 0.011 0.116 -0.128
H -0.86636 -0.86838 -2.54616 0.075 0.031 -0.079
```
Forces are in eV/Å.

Relative energy (zero: lowest compared OMol25 entry of this formula, charge and spin), eV: 0.005
Total charge: +1
SMILES string: CCCCN(CCCC)CCCOC(=O)c1ccc([NH3+])cc1
2S+1: 1
Gap between HOMO and LUMO, eV: 7.273

4.
Here is BrHgO2PbV as an isolated structure at a distorted geometry from OMol25. Energies are from the ωB97M-V functional and the def2-TZVPD basis.

The geometry in XYZ format:
```
6
Properties=species:S:1:pos:R:3:forces:R:3
Hg 3.75696 2.44313 -3.84694 0.175 0.036 0.092
Pb -4.08951 4.18829 -1.22439 -0.444 0.370 -0.045
O -0.20910 -4.10430 2.49757 -0.035 6.770 -3.149
V -0.21395 -2.52414 1.77737 0.041 -7.202 4.495
O -0.00479 -2.73703 0.30111 0.103 0.004 -1.046
Br 0.76041 2.73403 0.49526 0.160 0.021 -0.347
```
Forces are in eV/Å.

Relative energy (zero: lowest compared OMol25 entry of this formula, charge and spin), eV: 0.000
Total charge: +4
2S+1: 1
Gap between HOMO and LUMO, eV: 2.964

5.
Here is one molecule with the formula C3H8O2 at a distorted geometry from OMol25. Energies are from the ωB97M-V functional and the def2-TZVPD basis.

The geometry in XYZ format:
```
13
Properties=species:S:1:pos:R:3:forces:R:3
O 2.22732 -0.23367 -0.15968 0.845 -0.338 -1.148
C 1.03548 -0.14956 0.53595 -3.055 0.747 0.064
C -0.02039 0.74314 -0.32989 0.159 1.039 5.840
C -1.47980 0.52493 0.26958 0.530 0.068 -1.489
O -1.76691 -0.85896 -0.24304 0.337 1.431 1.632
H 2.18709 0.21019 -1.04152 -0.268 -0.662 1.232
H 1.27522 0.13639 1.60774 -0.528 0.281 -1.327
H 0.35126 -1.10426 0.68994 2.325 0.898 -0.332
H -0.20176 0.24196 -1.16651 0.111 -1.966 -4.001
H 0.30828 1.74988 -0.58484 -0.053 0.154 0.539
H -2.19075 1.19295 -0.19269 -0.140 -0.034 -1.179
H -1.75162 0.87232 1.29401 1.030 -1.648 0.187
H -0.87273 -1.26947 -0.23825 -1.293 0.029 -0.018
```
Forces are in eV/Å.

Relative energy (zero: lowest compared OMol25 entry of this formula, charge and spin), eV: 2.749
Total charge: 0
SMILES string: OCCCO
2S+1: 1
Gap between HOMO and LUMO, eV: 11.110

6.
Here is C15H24AlCeI2N2O3S3 as an isolated structure at a distorted geometry from OMol25. Energies are from the ωB97M-V functional and the def2-TZVPD basis.

The geometry in XYZ format:
```
51
Properties=species:S:1:pos:R:3:forces:R:3
I -3.27567 2.29700 1.35176 -0.098 1.309 -1.335
I -2.70428 3.86214 -1.04901 -0.250 -0.972 1.213
Ce 0.02337 1.80613 -2.17233 -2.022 2.620 0.035
Al -0.08371 -0.10868 0.23818 -0.440 0.282 1.784
S -1.84535 0.29665 -1.10957 0.517 -0.790 -0.774
S 0.07405 2.23259 0.43125 1.289 -1.552 -0.486
C -0.62812 -2.19709 0.09793 -0.611 -7.855 1.699
C -2.40677 -0.97693 -2.58833 -0.206 -0.294 0.018
C 1.85828 2.82673 0.94294 -0.106 0.492 0.074
C -3.00382 -0.17123 -3.72643 -0.189 0.674 0.192
C -1.30177 -1.88541 -3.07186 0.364 -0.125 -0.018
C -3.44253 -1.67837 -1.74269 -0.644 -0.231 0.127
C 1.92631 4.22906 0.35679 -0.377 0.222 0.098
C 3.06188 2.01169 0.51647 0.057 -0.512 0.152
C 1.59277 2.82868 2.43531 0.047 0.133 0.619
C 0.34673 0.83615 -4.54295 0.048 -1.453 -5.186
C 2.38531 2.64689 -2.83922 4.621 2.653 -1.431
O -0.79188 -3.35178 0.28748 0.868 7.041 -1.251
O 0.27413 0.56263 -5.64784 0.336 0.840 3.425
O 3.31023 3.25906 -3.11862 -3.111 -2.160 0.878
H -2.25113 0.36797 -4.33312 -0.223 -0.316 0.174
H -3.70611 0.57731 -3.33252 -0.027 -0.270 -0.291
H -3.55056 -0.85812 -4.41167 0.329 0.385 0.454
H -0.53989 -1.36947 -3.68986 -0.371 -0.279 0.298
H -1.78416 -2.64709 -3.72929 0.415 0.363 0.482
H -0.79825 -2.38717 -2.23151 -0.150 -0.104 -0.562
H -2.96012 -2.17574 -0.88413 -0.425 -0.008 -0.397
H -4.00519 -2.41964 -2.33887 0.251 0.241 0.231
H -4.14636 -0.92357 -1.35147 0.046 -0.536 -0.134
H 2.76555 4.76270 0.83204 -0.310 -0.055 -0.241
H 0.98352 4.75591 0.55966 0.410 0.187 0.017
H 2.08505 4.22762 -0.73586 0.065 0.006 0.340
H 3.93953 2.48126 1.01956 -0.461 -0.331 -0.478
H 3.23269 2.00650 -0.57744 0.028 0.129 0.535
H 2.99888 0.96927 0.86269 0.275 0.495 -0.160
H 2.42342 3.31143 2.97654 -0.326 -0.131 -0.124
H 1.46276 1.79810 2.80461 0.218 0.637 0.019
H 0.64070 3.36091 2.61797 0.661 -0.007 0.259
C -0.73343 -1.63308 3.92700 0.513 -0.629 0.097
N 0.29409 -2.52422 3.35918 1.176 0.045 -0.668
C 0.46661 -3.88962 3.56424 -0.708 0.923 0.187
C 1.51445 -4.30393 2.83055 0.585 2.087 -0.939
N 2.01237 -3.16949 2.16072 -1.724 0.288 1.533
C 1.26864 -2.09409 2.53419 -0.651 -2.641 -0.156
S 1.36689 -0.53273 1.92480 0.030 1.446 -0.962
H -0.24473 -0.84260 4.49072 -0.092 -0.070 0.187
H -1.33448 -1.18878 3.13704 -0.132 -0.149 -0.038
H -1.31508 -2.28704 4.55554 -0.483 0.258 0.342
H -0.21901 -4.39120 4.21036 -0.042 -0.488 0.255
H 1.98308 -5.21968 2.67327 0.484 -1.472 0.053
H 2.78111 -3.08765 1.52582 0.551 -0.327 -0.143
```
Forces are in eV/Å.

Total charge: +4
2S+1: 2
Gap between HOMO and LUMO (spin up / spin down), eV: 5.910 / 5.945
⟨S²⟩: 0.75